4 unconnected molecules or ions with the total composition C2H12N2O3, computed with the ωB97M-V functional and the def2-TZVPD basis.

Atoms and positions in Å:
H -1.718 -0.105 -2.309
N -0.837 0.108 -1.854
C -0.501 -0.987 -1.238
N 0.673 -1.138 -0.613
C 0.924 -2.013 0.566
H -1.174 -1.847 -1.268
H 1.233 -0.295 -0.582
H 1.531 -2.842 0.212
H 1.353 -1.364 1.319
H -0.017 -2.330 0.969
O -0.280 2.174 1.602
H -0.885 2.886 1.353
H 0.299 2.105 0.818
O -1.101 -0.350 1.832
H -1.508 -0.229 0.965
H -0.930 0.581 2.058
O 1.047 1.903 -0.897
H 0.279 1.481 -1.343
H 1.612 2.262 -1.590

The HOMO energy is -9.21 eV. As for the total charge: 0. The orbital gap is 10.04 eV. As for the multiplicity: 1. The structure (SMILES) is [H]/N=C/NC.O.O.O. The calculation puts the LUMO energy at 0.83 eV. Its energy above the lowest of the compared OMol25 structures with the same formula, charge and spin is 0.2197 eV.